# 1
Molecular formula: C4H9NO2S
Method: DFT, ωB97M-V/def2-TZVPD

XYZ file:
```
17
Properties=species:S:1:pos:R:3
C -0.132 2.093 0.620
O -0.636 1.200 -0.228
C -0.444 -0.066 0.382
C -1.616 -0.941 -0.230
N -3.082 -0.367 -0.211
C 0.873 -0.642 0.124
O 1.117 -1.844 0.711
S 2.120 0.228 -0.596
H -0.921 2.183 1.473
H 0.879 1.923 1.153
H 0.065 3.176 0.143
H -0.712 -0.022 1.388
H -1.546 -1.964 0.257
H -1.133 -0.968 -1.288
H -3.228 0.309 -1.243
H -3.779 -1.085 -0.557
H 2.094 -2.148 0.447
```

Values from the calculation:
total energy: -761.11044 a.u.
E_HOMO: -9.1 eV
gap between HOMO and LUMO: 8.99 eV
SMILES: CO[C@@H](CN)C(O)=S
energy above the lowest of the compared OMol25 structures with the same formula, charge and spin: 4.163 eV



# 2
Molecular formula: C28H25Cl3NO5PdS
Method: DFT, ωB97M-V/def2-TZVPD

XYZ file:
```
64
Properties=species:S:1:pos:R:3
Pd -1.680 0.790 1.598
C 1.777 2.566 -4.074
C 1.802 1.348 -3.138
C 2.517 1.751 -1.844
C 2.599 0.203 -3.773
C 0.369 0.888 -2.901
C -0.394 0.454 -3.993
C -1.726 0.086 -3.857
C -2.303 0.144 -2.608
S -3.968 -0.175 -2.137
C -3.556 0.252 -0.479
N -2.246 0.578 -0.332
C -1.549 0.543 -1.484
C -0.211 0.925 -1.647
C -4.373 0.292 0.657
C -5.773 0.117 0.724
C -6.411 0.188 1.941
C -5.702 0.434 3.112
C -4.315 0.633 3.061
C -3.666 0.567 1.859
H 2.788 2.904 -4.298
H 1.238 3.383 -3.598
H 1.274 2.333 -5.008
H 3.543 2.036 -2.078
H 2.547 0.925 -1.136
H 2.030 2.598 -1.369
H 3.629 0.505 -3.954
H 2.171 -0.110 -4.720
H 2.601 -0.652 -3.101
H 0.043 0.417 -4.980
H -2.298 -0.223 -4.718
H 0.316 1.254 -0.761
H -6.321 -0.064 -0.190
H -7.482 0.056 1.991
H -6.211 0.478 4.064
H -3.776 0.830 3.982
Cl 0.538 3.740 4.915
C -1.188 3.429 4.700
Cl -1.871 2.692 6.145
C -1.361 2.491 3.485
O -1.612 3.045 2.405
O -1.252 1.269 3.681
H -1.683 4.387 4.527
C 4.546 -2.824 1.940
C 3.529 -2.921 0.845
C 3.938 -3.065 -0.473
C 3.005 -3.203 -1.483
Cl 3.552 -3.397 -3.115
C 1.648 -3.205 -1.206
C 1.232 -3.029 0.101
C 2.159 -2.876 1.123
O 1.734 -2.744 2.430
C 1.483 -1.405 2.818
C 0.362 -0.709 2.021
O 0.596 0.441 1.596
O -0.715 -1.320 1.847
H 5.434 -3.397 1.677
H 4.127 -3.209 2.868
H 4.849 -1.787 2.097
H 4.993 -3.073 -0.700
H 0.930 -3.342 -1.999
H 0.180 -2.990 0.341
H 2.390 -0.788 2.742
H 1.168 -1.465 3.862
```

Values from the calculation:
total energy: -3419.71454 a.u.
E_HOMO (alpha / beta): -4.0 / -4.0 eV
gap between HOMO and LUMO (alpha / beta): 6.08 / 6.08 eV
net charge: -1



# 3
Molecular formula: C23H43Cl3InN3O4Si
Method: DFT, ωB97M-V/def2-TZVPD

XYZ file:
```
78
Properties=species:S:1:pos:R:3
C 1.960 0.368 -4.657
C 0.569 0.733 -4.239
H 2.040 0.329 -5.749
H 2.241 -0.624 -4.276
H 2.694 1.098 -4.285
C -0.459 0.728 -5.098
C -0.299 0.447 -6.554
H -1.469 0.970 -4.761
H 0.244 -0.486 -6.754
H 0.237 1.253 -7.078
H -1.282 0.363 -7.024
In 0.968 -0.453 0.084
Cl 2.109 1.602 0.464
Cl 1.864 -2.593 0.855
H 0.670 -1.700 5.925
H 2.921 -0.219 6.265
C 1.177 -2.064 5.024
C 3.234 -0.730 5.344
N 2.094 -1.060 4.511
H 0.441 -2.310 4.260
C 1.855 -0.386 3.379
O 0.841 -0.561 2.658
H 3.898 -0.063 4.787
H 2.616 0.354 3.090
H 1.741 -2.963 5.293
H 3.784 -1.638 5.621
H 0.166 -2.369 -3.118
H -2.406 -1.345 -4.046
C -0.529 -3.077 -2.644
C -2.707 -2.205 -3.431
N -1.781 -2.415 -2.331
H -0.080 -3.463 -1.722
C -2.080 -2.114 -1.040
O -1.245 -2.110 -0.128
H -3.711 -2.027 -3.037
H -3.157 -1.865 -0.902
H -0.743 -3.893 -3.346
H -2.708 -3.092 -4.068
O 0.412 -0.175 -2.065
C 0.367 1.019 -2.758
C -2.119 1.057 -2.233
C -0.952 1.771 -2.498
H -2.038 -0.028 -2.111
C -3.355 1.704 -2.168
H 1.196 1.676 -2.437
C -1.000 3.162 -2.615
H -4.260 1.112 -1.983
C -3.410 3.088 -2.345
C -2.231 3.817 -2.549
H -0.061 3.694 -2.789
H -4.373 3.601 -2.308
H -2.269 4.900 -2.664
Si 4.108 -2.410 -0.530
Cl 2.810 -1.339 -1.860
C 3.878 -4.288 -0.495
C 4.590 -1.132 0.769
C 5.834 -2.521 -1.400
H 2.837 -4.625 -0.488
H 4.378 -4.705 0.392
H 4.367 -4.735 -1.374
H 5.781 -3.156 -2.294
H 6.567 -2.959 -0.707
H 6.196 -1.524 -1.685
H 3.808 -0.392 0.982
H 5.449 -0.558 0.384
H 4.899 -1.612 1.708
C -1.788 0.888 3.394
N -2.134 1.715 2.245
C -2.829 2.972 2.501
C -1.661 1.438 1.031
O -1.028 0.379 0.764
H -2.493 1.141 4.191
H -0.769 1.105 3.743
H -1.856 -0.172 3.130
H -2.148 3.831 2.409
H -3.648 3.102 1.782
H -3.222 2.939 3.521
H -1.900 2.191 0.261
```

Values from the calculation:
total energy: -3227.76084 a.u.
E_HOMO: -8.0 eV
gap between HOMO and LUMO: 8.38 eV
energy above the lowest of the compared OMol25 structures with the same formula, charge and spin: 1.280 eV



# 4
Molecular formula: C19H44N2P2S5Ti
Method: DFT, ωB97M-V/def2-TZVPD

XYZ file:
```
73
Properties=species:S:1:pos:R:3
Ti 0.751 -0.635 -0.425
C 4.324 -1.410 0.080
C 3.719 -1.501 1.467
S 2.463 -0.203 1.647
C 1.696 -0.724 3.203
C 0.922 -2.027 3.089
S -0.295 -1.842 1.763
C -0.718 -3.570 1.385
C -1.044 -3.752 -0.089
S 0.188 -3.078 -1.230
C 1.709 -3.929 -0.722
C 2.885 -3.336 -1.483
S 3.109 -1.537 -1.262
H 5.082 -2.179 -0.069
H 4.808 -0.444 -0.069
H 4.486 -1.343 2.226
H 3.262 -2.478 1.626
H 1.040 0.099 3.491
H 2.474 -0.802 3.963
H 0.412 -2.242 4.028
H 1.577 -2.868 2.862
H -1.578 -3.865 1.984
H 0.127 -4.189 1.685
H -1.964 -3.232 -0.357
H -1.182 -4.811 -0.308
H 1.611 -4.990 -0.958
H 1.847 -3.813 0.353
H 2.762 -3.484 -2.556
H 3.815 -3.824 -1.193
C 2.847 2.559 -0.643
P 1.121 1.957 -0.657
C 0.298 3.131 0.467
C 0.530 2.497 -2.306
C 1.091 1.589 -3.401
P 0.605 -0.158 -3.119
C 1.637 -1.072 -4.315
C -1.029 -0.266 -3.923
H 2.898 3.613 -0.918
H 3.459 1.983 -1.339
H 3.267 2.437 0.356
H 0.530 4.161 0.190
H 0.631 2.961 1.492
H -0.781 2.986 0.422
H 0.810 3.539 -2.473
H -0.562 2.445 -2.291
H 2.185 1.625 -3.404
H 0.759 1.909 -4.390
H 1.494 -0.665 -5.317
H 1.332 -2.119 -4.329
H 2.694 -1.009 -4.058
H -0.931 -0.054 -4.988
H -1.725 0.435 -3.470
H -1.439 -1.270 -3.798
C -2.097 2.631 3.437
C -2.947 1.442 3.016
N -2.440 0.771 1.814
C -2.620 0.996 0.518
S -1.832 -0.022 -0.657
N -3.394 1.954 0.010
C -4.388 2.843 0.627
C -5.732 2.164 0.840
H -2.495 3.069 4.352
H -2.080 3.406 2.669
H -1.067 2.325 3.628
H -3.987 1.721 2.880
H -2.940 0.684 3.799
H -1.848 -0.028 1.987
H -3.423 1.915 -0.998
H -4.499 3.682 -0.059
H -3.988 3.258 1.547
H -6.142 1.817 -0.108
H -6.441 2.867 1.277
H -5.650 1.303 1.505
```

Values from the calculation:
total energy: -4382.63268 a.u.
E_HOMO (alpha / beta): -12.6 / -13.9 eV
gap between HOMO and LUMO (alpha / beta): 8.21 / 8.79 eV
net charge: +2
energy above the lowest of the compared OMol25 structures with the same formula, charge and spin: 0.000 eV
spin multiplicity: 3



# 5
Molecular formula: C6H12O
Method: DFT, ωB97M-V/def2-TZVPD

XYZ file:
```
19
Properties=species:S:1:pos:R:3
C 0.501 1.712 1.458
C 0.291 0.550 1.982
C 1.697 0.809 1.528
H 0.125 2.685 1.184
H -0.372 -0.161 2.448
H 2.069 0.326 0.619
H 2.470 0.998 2.275
C 0.473 1.544 -1.427
O 0.961 0.514 -1.818
H 1.094 2.432 -1.201
H -0.618 1.662 -1.278
C -1.425 -1.592 -1.036
C -0.136 -1.867 -0.272
H -1.788 -2.488 -1.550
H -2.221 -1.248 -0.365
H -1.255 -0.817 -1.791
H 0.674 -2.155 -0.949
H -0.262 -2.656 0.479
H 0.195 -0.967 0.249
```

Values from the calculation:
total energy: -310.90772 a.u.
E_HOMO: -9.7 eV
gap between HOMO and LUMO: 10.38 eV
SMILES: C1=CC1.C=O.CC
energy above the lowest of the compared OMol25 structures with the same formula, charge and spin: 4.124 eV



# 6
Molecular formula: C14H11N5OPdS
Method: DFT, ωB97M-V/def2-TZVPD

XYZ file:
```
33
Properties=species:S:1:pos:R:3
Pd 1.064 -0.775 -0.640
N 4.330 -2.539 1.580
C 3.162 -2.118 1.028
S 3.296 -1.124 -0.403
N 2.056 -2.466 1.595
N 0.923 -1.997 0.936
C -0.157 -2.038 1.636
C -1.493 -1.687 1.229
C -2.526 -1.973 2.140
C -3.845 -1.753 1.832
C -4.157 -1.234 0.568
C -3.172 -0.932 -0.339
C -1.805 -1.121 -0.031
O -0.920 -0.794 -0.926
H 5.207 -2.268 1.181
H 4.302 -3.127 2.392
H -0.033 -2.417 2.648
H -2.258 -2.391 3.104
H -4.626 -1.985 2.543
H -5.193 -1.067 0.298
H -3.409 -0.531 -1.316
N -0.291 6.250 -2.215
C 0.064 5.169 -2.061
C 0.510 3.812 -1.867
C 0.501 2.914 -2.925
C 0.928 1.621 -2.687
N 1.351 1.207 -1.491
C 1.374 2.084 -0.480
C 0.961 3.394 -0.621
H 0.171 3.211 -3.910
H 0.940 0.886 -3.480
H 1.758 1.717 0.462
H 0.986 4.071 0.220
```

Values from the calculation:
total energy: -1415.19728 a.u.
E_HOMO: -7.6 eV
gap between HOMO and LUMO: 6.57 eV
energy above the lowest of the compared OMol25 structures with the same formula, charge and spin: 0.742 eV



# 7
Molecular formula: C7H9N3
Method: DFT, ωB97M-V/def2-TZVPD

XYZ file:
```
19
Properties=species:S:1:pos:R:3
C -0.787 -1.843 -1.269
N -0.852 -0.525 -0.637
C -0.568 0.518 -1.476
C 0.022 1.662 -1.084
C 0.284 1.973 0.397
C 0.159 0.737 1.258
C -0.370 -0.512 0.695
N 1.117 -0.364 0.938
C 1.693 -0.988 1.942
N 2.159 -1.592 2.831
H -1.221 -2.571 -0.585
H 0.249 -2.169 -1.471
H -1.331 -1.849 -2.203
H -0.811 0.310 -2.489
H 0.182 2.439 -1.797
H -0.424 2.711 0.768
H 1.293 2.382 0.475
H 0.048 0.904 2.350
H -0.841 -1.223 1.357
```

Values from the calculation:
total energy: -436.32739 a.u.
E_HOMO: -8.4 eV
gap between HOMO and LUMO: 9.24 eV
SMILES: CN1C=CC[C@H]2[C@@H]1N2C#N
energy above the lowest of the compared OMol25 structures with the same formula, charge and spin: 2.417 eV



# 8
Molecular formula: C25H27I2N2O10P2Se2W
Method: DFT, ωB97M-V/def2-TZVPD

XYZ file:
```
71
Properties=species:S:1:pos:R:3
W 0.612 -0.657 0.048
C 3.634 -2.736 3.156
C 2.631 -1.723 2.601
O 2.229 -0.901 3.674
P 3.516 -0.672 1.332
O 4.079 0.524 2.166
O 4.823 -1.401 0.848
O 2.728 -0.243 0.104
P 1.240 -2.557 1.741
O 1.126 -3.949 2.460
O 1.654 -2.595 0.273
O -0.074 -1.781 1.785
H 4.511 -2.217 3.541
H 3.954 -3.451 2.400
H 3.155 -3.272 3.972
H 1.461 -0.373 3.390
H 3.604 0.667 3.006
H 4.720 -1.868 0.007
H 0.379 -4.500 2.187
I -2.056 -4.944 -1.305
C -2.767 -3.136 -0.592
C -4.140 -2.970 -0.323
C -4.647 -1.778 0.121
I -6.692 -1.623 0.476
C -3.777 -0.675 0.342
C -4.159 0.601 0.807
C -3.210 1.568 0.979
C -1.866 1.283 0.699
N -1.467 0.108 0.254
C -2.410 -0.865 0.079
C -1.903 -2.086 -0.422
O -0.621 -2.098 -0.724
H -4.804 -3.809 -0.481
H -5.199 0.800 1.029
H -3.469 2.554 1.338
H -1.122 2.050 0.849
C 2.481 -0.124 -3.426
Se 1.494 -1.418 -2.365
C 0.210 -2.120 -3.679
C -0.801 -1.241 -4.390
Se -2.406 -0.832 -3.341
C -3.352 0.110 -4.753
H 3.219 -0.670 -4.007
H 2.982 0.549 -2.734
H 1.824 0.444 -4.075
H -0.265 -2.937 -3.135
H 0.874 -2.567 -4.422
H -1.141 -1.781 -5.275
H -0.346 -0.312 -4.736
H -3.521 -0.550 -5.601
H -2.818 1.002 -5.068
H -4.313 0.408 -4.339
O 1.621 2.294 2.821
C 1.315 1.714 1.804
O 0.901 0.484 1.759
C 1.382 2.360 0.456
C 1.913 3.653 0.354
C 1.926 4.248 -0.871
C 1.306 3.594 -1.955
C 1.163 4.227 -3.210
C 0.433 3.637 -4.200
C -0.183 2.393 -3.960
C -0.017 1.730 -2.776
C 0.754 2.302 -1.751
N 0.891 1.657 -0.545
H 2.299 4.112 1.252
H 2.357 5.230 -1.018
H 1.616 5.200 -3.350
H 0.300 4.127 -5.154
H -0.800 1.956 -4.733
H -0.516 0.793 -2.579
```

Values from the calculation:
total energy: -7978.96498 a.u.
E_HOMO: -9.8 eV
gap between HOMO and LUMO: 6.21 eV
net charge: +1
energy above the lowest of the compared OMol25 structures with the same formula, charge and spin: 0.511 eV



# 9
Molecular formula: C6H9N2O2S
Method: DFT, ωB97M-V/def2-TZVPD

XYZ file:
```
20
Properties=species:S:1:pos:R:3
C -0.080 -1.292 2.108
C 1.288 -1.300 2.513
C -1.164 0.442 -1.221
C -1.580 1.036 0.139
C 0.883 1.088 1.403
C 0.959 -0.395 -2.172
N 0.726 -0.158 1.833
N 0.011 -0.367 -1.085
O -1.195 -1.638 1.929
O 2.319 -1.642 2.948
S -0.243 2.115 0.720
H -2.032 -0.122 -1.589
H -0.961 1.250 -1.929
H -2.455 1.673 0.019
H -1.796 0.254 0.864
H 1.852 1.541 1.596
H 0.617 -1.003 -3.018
H 1.132 0.621 -2.529
H 1.901 -0.810 -1.812
H -0.183 -1.292 -0.721
```

Values from the calculation:
total energy: -891.83901 a.u.
E_HOMO: -13.0 eV
gap between HOMO and LUMO: 6.34 eV
net charge: +1
energy above the lowest of the compared OMol25 structures with the same formula, charge and spin: 2.045 eV



# 10
Molecular formula: C5H15NO
Method: DFT, ωB97M-V/def2-TZVPD

XYZ file:
```
22
Properties=species:S:1:pos:R:3
C -1.839 -1.396 1.255
N -0.526 -1.625 0.447
C -0.372 -0.495 -0.472
C 0.969 -0.745 -1.262
C 2.308 -0.213 -0.644
C 0.920 -0.377 -2.720
H -1.709 -1.906 2.189
H -2.113 -0.376 1.512
H -2.736 -1.900 0.908
H -0.512 -2.532 0.021
H -1.163 -0.410 -1.184
H -0.171 0.384 0.112
H 1.120 -1.863 -1.348
H 3.176 -0.956 -0.695
H 2.759 0.656 -1.128
H 2.160 -0.272 0.435
H 0.871 0.732 -2.870
H 1.447 -0.908 -3.531
H -0.038 -0.628 -3.189
O -1.548 4.659 4.347
H -1.725 5.605 4.404
H -1.280 4.567 3.415
```

Values from the calculation:
total energy: -329.42461 a.u.
E_HOMO: -8.9 eV
gap between HOMO and LUMO: 9.70 eV
SMILES: CNCC(C)C.O
energy above the lowest of the compared OMol25 structures with the same formula, charge and spin: 2.258 eV



# 11
Molecular formula: C5H7N
Method: DFT, ωB97M-V/def2-TZVPD

XYZ file:
```
13
Properties=species:S:1:pos:R:3
C 0.902 1.347 -0.219
N 0.051 0.234 -0.568
C -0.236 -0.296 -1.770
C -1.037 -0.283 0.090
C -0.885 -1.030 1.294
C -0.765 -1.661 2.319
H 1.001 1.373 0.869
H 0.472 2.300 -0.557
H 1.888 1.216 -0.672
H -0.333 0.337 -2.657
H -0.195 -1.370 -1.900
H -2.032 0.013 -0.219
H -0.661 -2.206 3.231
```

Values from the calculation:
total energy: -249.28789 a.u.
E_HOMO (alpha / beta): -7.6 / -7.6 eV
gap between HOMO and LUMO (alpha / beta): 8.00 / 8.00 eV
energy above the lowest of the compared OMol25 structures with the same formula, charge and spin: 5.044 eV



# 12
Molecular formula: CH4N2O3
Method: DFT, ωB97M-V/def2-TZVPD

XYZ file:
```
10
Properties=species:S:1:pos:R:3
H -2.268 -0.765 0.691
N -1.464 -0.273 0.172
C -0.342 -0.375 0.804
O 0.249 -1.029 1.561
N 0.619 0.493 -0.121
O -0.153 0.508 -1.513
O 1.882 0.179 -0.223
H 0.565 1.628 0.200
H -1.253 0.445 -1.298
H 2.166 -0.810 -0.273
```

Values from the calculation:
total energy: -375.53606 a.u.
E_HOMO: -9.5 eV
gap between HOMO and LUMO: 9.94 eV
SMILES: [H]/N=C(\[O-])[NH+](O)O
energy above the lowest of the compared OMol25 structures with the same formula, charge and spin: 3.570 eV